{"formula": "C13H40IN3O9P", "method": "ωB97M-V/def2-TZVPD", "gap_ha": 0.293, "e_tot_ev": -54407.41541, "total_charge": 1, "spin_multiplicity": 1, "homo_ev": -11.21, "relative_energy_kj_mol": 75.91, "fmax_ha_per_bohr": 0.0394, "symbols": ["C", "P", "O", "C", "C", "C", "O", "I", "C", "N", "C", "N", "N", "H", "H", "H", "H", "H", "H", "H", "H", "H", "H", "H", "H", "C", "O", "H", "H", "H", "H", "C", "O", "H", "H", "H", "H", "C", "O", "H", "H", "H", "H", "C", "O", "H", "H", "H", "H", "C", "O", "H", "H", "H", "H", "C", "O", "H", "H", "H", "H", "C", "O", "H", "H", "H", "H"], "coordinates": [[-1.338, -5.464, -4.810], [0.118, -4.984, -3.816], [0.839, -3.811, -4.734], [-0.559, -4.019, -2.311], [-0.361, -4.964, -1.128], [1.065, -5.265, -0.656], [1.224, -6.003, 0.280], [2.813, -4.408, -1.569], [-2.023, -3.613, -2.526], [-2.195, -2.283, -1.878], [-0.932, -1.803, -1.764], [-0.690, -0.576, -1.379], [0.025, -2.690, -2.018], [-2.136, -4.735, -4.906], [-0.949, -5.631, -5.804], [-1.747, -6.403, -4.467], [0.154, -3.234, -5.088], [-0.767, -5.923, -1.418], [-0.939, -4.652, -0.266], [-2.156, -3.396, -3.580], [-2.783, -4.334, -2.274], [-2.653, -1.686, -2.559], [-1.251, -0.082, -0.701], [0.142, -0.119, -1.704], [0.605, -2.680, -1.181], [-1.455, 1.576, 2.277], [-0.618, 1.507, 1.114], [-2.428, 1.173, 2.019], [-1.024, 0.991, 3.093], [-1.575, 2.613, 2.592], [0.237, 1.872, 1.353], [-4.000, 4.483, 0.611], [-4.050, 3.093, 0.955], [-3.029, 4.864, 0.917], [-4.111, 4.619, -0.466], [-4.781, 5.035, 1.135], [-4.909, 2.759, 0.686], [4.786, -1.830, -4.533], [4.843, -3.190, -4.103], [5.734, -1.361, -4.287], [4.629, -1.772, -5.612], [3.979, -1.295, -4.022], [4.002, -3.598, -4.327], [-2.249, 4.639, 5.280], [-2.636, 5.221, 4.029], [-2.096, 5.440, 5.995], [-3.037, 3.975, 5.647], [-1.320, 4.082, 5.172], [-2.766, 4.505, 3.403], [7.916, -4.822, -3.464], [7.820, -3.670, -2.634], [8.896, -5.269, -3.325], [7.149, -5.550, -3.188], [7.796, -4.540, -4.513], [6.946, -3.297, -2.776], [1.143, 3.300, 7.203], [-0.106, 3.971, 7.356], [1.861, 4.022, 6.825], [1.499, 2.915, 8.161], [1.058, 2.474, 6.490], [-0.736, 3.331, 7.695], [-2.449, 8.414, 3.330], [-3.627, 8.704, 2.573], [-1.602, 8.839, 2.798], [-2.510, 8.870, 4.323], [-2.316, 7.335, 3.429], [-4.372, 8.330, 3.048]]}